1.
DFT (wB97M-V/def2-TZVPD) results for one molecule with the formula C6H3N.

Each line ends with the Löwdin spin population.
CARTESIAN COORDINATES (ANGSTROEM)
C: -1.96576 -1.08703 -0.31694  -0.02
C: -2.43811 0.06769 0.04315  0.36
C: -0.68752 -1.35338 -0.32523  0.65
C: -1.88615 1.21352 0.30321  0.68
C: 0.17670 0.17149 0.07205  0.10
C: 1.61768 0.04989 -0.01397  0.00
N: -0.60437 1.15206 0.23936  0.23
H: 1.93970 0.09191 -0.96267  0.00
H: 1.66238 -1.00015 0.29100  0.01
H: 2.18546 0.69400 0.67004  0.00

Calculated values
LUMO level (spin up / spin down), eV: -0.5 / -2.3
Total energy, eV: -7750.4696
<S²>: 2.058
2S+1: 3
Max |F|, hartree/bohr: 0.0807
HOMO-LUMO gap (spin up / spin down), eV: 7.70 / 6.89
Energy above the lowest of the compared OMol25 structures with the same formula, charge and spin, kJ/mol: 83.4

---

2.
DFT (wB97M-V/def2-TZVPD) results for C6H3NO2 as an isolated structure.

Each line ends with the Löwdin charge.
CARTESIAN COORDINATES (ANGSTROEM)
C: 1.42113 -0.67785 -0.01978  -0.28
C: 1.73807 0.73083 0.11006  -0.08
C: -0.81917 0.10472 0.05348  -0.42
C: -0.01319 -0.89506 0.46631  0.07
C: -2.20235 -0.04828 0.01135  -0.04
C: -3.37244 -0.58873 -0.24824  0.17
H: 2.69264 1.09242 -0.05352  0.12
H: -0.79220 -1.83353 1.18313  0.25
H: -4.25715 -1.32439 -0.21414  0.08
N: 0.91121 1.66319 0.03057  0.13
O: 2.40294 -1.53230 -0.31155  -0.02
O: -0.46970 1.36597 -0.10952  0.03

Calculated values
LUMO level, eV: -0.9
Total energy, eV: -11847.6380
Max |F|, hartree/bohr: 0.2085
HOMO-LUMO gap, eV: 8.75
Energy above the lowest of the compared OMol25 structures with the same formula, charge and spin, kJ/mol: 631.9

---

3.
DFT (wB97M-V/def2-TZVPD) results for C6H4 as an isolated structure.

Each line ends with the Löwdin charge.
CARTESIAN COORDINATES (ANGSTROEM)
C: 1.09263 0.42960 0.99238  -0.01
C: 2.03677 0.04403 -0.08642  0.00
C: -0.09559 0.22200 1.41391  -0.16
C: -0.74963 0.23863 0.15253  -0.07
C: -0.31188 -0.61926 -1.09753  -0.12
C: 0.95401 -0.04905 -0.83059  -0.11
H: -0.41388 0.45620 2.46280  0.13
H: -0.39254 -1.62406 -0.89306  0.09
H: -0.89033 -0.28897 -1.99359  0.14
H: -1.22955 1.19088 -0.12042  0.12

Calculated values
LUMO level, eV: 0.4
Total energy, eV: -6278.5223
Max |F|, hartree/bohr: 0.0862
HOMO-LUMO gap, eV: 8.39
Energy above the lowest of the compared OMol25 structures with the same formula, charge and spin, kJ/mol: 381.4

---

4.
DFT (wB97M-V/def2-TZVPD) results for one molecule with the formula C6H4.

Each line ends with the Löwdin charge.
CARTESIAN COORDINATES (ANGSTROEM)
C: 1.21740 0.22105 -0.08657  -0.08
C: 0.58645 -0.03009 1.13325  -0.12
C: -0.76323 -0.20499 0.99842  0.02
C: -1.80939 -0.27271 0.11766  -0.08
C: -0.93200 -0.23647 -0.88307  0.01
C: 0.34259 0.02135 -1.14457  -0.15
H: 2.28678 0.54117 -0.32192  0.13
H: 1.10179 0.04139 2.15576  0.12
H: -2.83697 -0.21807 0.10838  0.07
H: 0.80659 0.13736 -2.07733  0.08

Calculated values
LUMO level, eV: 0.8
Total energy, eV: -6281.9817
Max |F|, hartree/bohr: 0.0461
HOMO-LUMO gap, eV: 9.24
SMILES: c1cc2cc-2c1
Energy above the lowest of the compared OMol25 structures with the same formula, charge and spin, kJ/mol: 47.6

---

Q: Number 3 is which compound?
A: C6H4